Entry 1:
Density functional theory data (ωB97M-V/def2-TZVPD) for a structure of composition C10H22O2PPtS5.

Geometry (Å):
Pt1 1.17 -0.56 0.21
C1 3.04 -2.51 1.97
C2 3.11 -1.18 2.69
S1 2.97 0.12 1.43
C3 2.37 1.53 2.41
C4 0.92 1.35 2.83
S2 -0.17 1.13 1.40
C5 -1.66 -1.42 3.49
C6 -0.82 -2.25 4.07
S3 1.45 -2.68 1.08
H1 3.08 -3.32 2.70
H2 3.88 -2.62 1.28
H3 4.05 -1.02 3.21
H4 2.27 -1.09 3.38
H5 2.48 2.39 1.76
H6 3.06 1.63 3.26
H7 0.59 2.25 3.35
H8 0.82 0.51 3.52
H9 -2.22 -1.70 2.61
H10 -1.81 -0.41 3.86
H11 -0.65 -3.25 3.69
H12 -0.25 -1.96 4.95
C7 -1.31 -1.76 -4.85
C8 -1.66 -0.41 -4.27
O1 -0.47 0.22 -3.74
P1 -0.30 0.37 -2.17
S4 1.51 1.05 -1.73
S5 -0.61 -1.36 -1.17
O2 -1.48 1.33 -1.71
C9 -1.41 2.75 -1.98
C10 -2.76 3.21 -2.47
H13 -2.20 -2.21 -5.30
H14 -0.94 -2.43 -4.07
H15 -0.54 -1.66 -5.61
H16 -2.42 -0.48 -3.49
H17 -2.03 0.27 -5.04
H18 -0.63 2.95 -2.72
H19 -1.12 3.23 -1.05
H20 -3.02 2.73 -3.41
H21 -2.75 4.29 -2.63
H22 -3.53 2.98 -1.74

ΔE to the lowest compared entry with this formula, charge and spin	0.00	kcal per mole
largest force on an atom	0.28	eV/A
spin multiplicity	2
calculated total energy	-2996.411033	a.u.
highest occupied orbital energy (spin up / spin down)	-0.2575 / -0.2745	Ha
charge	0
LUMO level (spin up / spin down)	-0.2084 / -0.9809	eV
frontier orbital gap (spin up / spin down)	0.2498 / 0.2385	Eh
<S²>	0.760

***

Entry 2:
Density functional theory data (ωB97M-V/def2-TZVPD) for a structure of composition C10H22O2Si.

Geometry (Å):
C1 -0.99 -1.81 -1.67
C2 -1.51 -3.05 -0.99
C3 -0.13 -1.35 3.25
C4 2.27 -1.26 -1.92
C5 2.48 0.69 -0.35
C6 -0.80 2.82 -0.50
C7 -2.84 1.37 -0.18
C8 0.06 -0.35 2.12
C9 1.58 0.00 -1.37
C10 -1.56 1.60 -0.95
O1 -1.10 -1.65 -2.87
O2 -0.15 -0.99 0.88
Si1 -0.14 -0.44 -0.64
H1 -2.57 -3.16 -1.19
H2 -1.01 -3.92 -1.42
H3 -1.33 -3.02 0.08
H4 0.60 -2.15 3.17
H5 0.00 -0.85 4.20
H6 -1.13 -1.78 3.21
H7 2.38 -2.01 -1.14
H8 1.69 -1.69 -2.73
H9 3.26 -1.01 -2.29
H10 2.77 -0.01 0.43
H11 1.98 1.54 0.10
H12 3.40 1.04 -0.83
H13 -0.60 2.79 0.57
H14 0.15 2.91 -1.03
H15 -1.38 3.72 -0.71
H16 -2.64 1.28 0.88
H17 -3.33 0.46 -0.52
H18 -3.53 2.20 -0.32
H19 1.07 0.07 2.15
H20 -0.65 0.47 2.21
H21 1.44 0.68 -2.21
H22 -1.73 1.61 -2.03

ΔE to the lowest compared entry with this formula, charge and spin	0.00	kcal per mole
largest force on an atom	3.71	eV/A
spin multiplicity	1
calculated total energy	-834.184768	a.u.
highest occupied orbital energy	-0.2954	Ha
charge	0
LUMO level	0.7640	eV
frontier orbital gap	0.3235	Eh

***

Entry 3:
Density functional theory data (ωB97M-V/def2-TZVPD) for the molecule C10H22SSi.

Geometry (Å):
C1 0.56 2.07 0.02
C2 0.65 0.84 -0.43
C3 -0.58 3.07 0.03
C4 -1.83 -0.16 1.39
C5 -3.38 0.14 -0.53
C6 -2.14 -1.99 -0.29
C7 2.88 -0.26 1.44
C8 1.55 -2.16 -0.44
C9 3.33 0.46 -1.57
C10 -2.10 -0.45 -0.04
Si1 2.20 -0.40 -0.26
S1 -0.78 0.16 -1.35
H1 1.58 2.34 0.42
H2 -0.24 4.15 -0.05
H3 -1.40 2.66 -0.47
H4 -1.02 2.99 1.07
H5 -0.78 -0.28 1.62
H6 -2.16 0.76 1.59
H7 -2.47 -0.83 1.98
H8 -3.47 -0.19 -1.66
H9 -3.49 1.13 -0.27
H10 -4.09 -0.31 0.12
H11 -2.50 -2.28 -1.35
H12 -1.31 -2.52 -0.04
H13 -2.96 -2.34 0.38
H14 2.24 -0.76 2.21
H15 3.70 -0.94 1.54
H16 3.15 0.68 1.65
H17 0.86 -2.27 0.39
H18 0.90 -2.29 -1.32
H19 2.38 -2.86 -0.35
H20 3.68 1.40 -1.23
H21 4.21 -0.02 -1.76
H22 2.84 0.49 -2.45

largest force on an atom	5.97	eV/A
spin multiplicity	3
calculated total energy	-1081.675192	a.u.
highest occupied orbital energy (spin up / spin down)	-0.1401 / -0.3170	Ha
charge	0
LUMO level (spin up / spin down)	0.7128 / -2.2108	eV
frontier orbital gap (spin up / spin down)	0.1663 / 0.2357	Eh
<S²>	2.016

***

Entry 4:
Density functional theory data (ωB97M-V/def2-TZVPD) for a structure of composition C10H23AlBBrCaCl2F3INNaO18PS4.

Geometry (Å):
N1 0.80 -0.46 0.78
C1 0.01 0.53 0.05
S1 0.20 2.25 0.86
C2 0.27 3.47 -0.57
C3 1.60 4.39 -0.36
O1 1.53 5.24 0.40
I1 3.30 3.91 -1.54
B1 -1.33 2.52 1.95
O2 -2.05 1.48 2.61
O3 -1.74 3.91 2.14
H1 0.70 -1.39 0.36
H2 1.77 -0.15 0.84
H3 0.35 0.62 -1.03
H4 -1.06 0.17 0.13
H5 -0.66 4.13 -0.66
H6 0.43 2.85 -1.49
H7 -2.17 0.73 1.87
H8 -1.34 4.34 2.95
O4 -1.30 6.75 1.35
S2 -0.98 7.30 2.69
O5 -0.70 6.14 3.60
O6 -2.13 8.06 3.19
O7 0.20 8.17 2.60
Ca1 -2.50 3.36 -0.16
Br1 -2.87 -0.47 2.75
Al1 1.99 -0.58 2.84
C4 5.08 -1.59 3.07
O8 4.04 -1.31 2.25
H9 5.30 -0.86 3.89
H10 5.03 -2.55 3.64
H11 6.08 -1.68 2.59
O9 1.07 -3.46 2.98
P1 2.25 -4.43 2.87
O10 2.99 -4.17 1.57
O11 1.74 -5.87 2.89
O12 3.21 -4.20 4.04
Cl1 -0.33 -3.98 5.51
C5 -2.01 -3.47 5.30
C6 -2.93 -4.64 5.08
Cl2 -2.66 -5.45 3.51
H12 -2.05 -2.77 4.46
H13 -2.30 -2.93 6.20
H14 -3.97 -4.31 5.09
H15 -2.81 -5.39 5.87
Na1 -0.11 -6.23 2.69
O13 -4.40 -0.22 -5.05
S3 -2.97 -0.21 -4.94
O14 -2.30 0.64 -4.01
O15 -2.35 0.02 -6.40
C7 -2.77 1.16 -7.15
C8 -2.12 2.44 -6.66
C9 -2.40 -1.86 -4.71
H16 -3.86 1.24 -7.15
H17 -2.47 0.98 -8.19
H18 -2.47 2.70 -5.66
H19 -2.36 3.27 -7.33
H20 -1.04 2.32 -6.60
H21 -2.88 -2.50 -5.45
H22 -2.67 -2.17 -3.70
H23 -1.32 -1.87 -4.82
C10 3.85 -2.19 -1.05
F1 3.68 -3.52 -1.15
F2 3.25 -1.78 0.09
F3 5.17 -2.00 -0.86
S4 3.21 -1.26 -2.52
O16 1.79 -1.52 -2.62
O17 3.95 -1.74 -3.66
O18 3.53 0.06 -2.08

largest force on an atom	11.15	eV/A
spin multiplicity	1
calculated total energy	-8936.641476	a.u.
highest occupied orbital energy	-0.1780	Ha
charge	-1
LUMO level	-2.1645	eV
frontier orbital gap	0.0985	Eh

***

Entry 5:
Density functional theory data (ωB97M-V/def2-TZVPD) for a structure of composition C10H23AlCuFIO2PS.

Geometry (Å):
C1 3.58 -1.13 1.09
C2 3.07 0.29 0.38
C3 2.92 0.19 -1.26
C4 1.46 -0.36 -1.78
C5 0.53 0.84 -2.45
C6 -0.31 1.72 -1.34
C7 -1.78 1.00 -1.07
Al1 -1.97 0.73 0.99
F1 -3.83 0.43 1.33
C8 -0.78 -0.90 1.43
C9 -1.14 -2.25 0.57
C10 -2.64 -2.86 0.84
I1 -3.01 -4.36 -0.77
P1 -1.41 2.66 2.18
O1 0.28 2.84 2.52
O2 -2.00 4.02 1.19
S1 -2.44 2.80 3.87
H1 4.10 -1.85 0.33
H2 2.69 -1.69 1.60
H3 4.31 -0.81 1.97
H4 3.95 1.07 0.58
H5 2.12 0.74 0.92
H6 3.75 -0.56 -1.64
H7 3.06 1.29 -1.68
H8 0.86 -0.99 -0.99
H9 1.69 -1.10 -2.68
H10 -0.27 0.28 -3.12
H11 1.13 1.56 -3.15
H12 0.25 1.91 -0.33
H13 -0.57 2.77 -1.85
H14 -1.68 -0.10 -1.51
H15 -2.68 1.61 -1.53
H16 -0.69 -1.12 2.60
H17 0.33 -0.59 1.10
H18 -1.06 -2.06 -0.60
H19 -0.37 -3.09 0.89
H20 -3.42 -2.00 0.62
H21 -2.81 -3.32 1.90
H22 0.84 2.21 1.97
H23 -2.29 3.59 0.32
Cu1 -3.73 -3.44 -3.44

ΔE to the lowest compared entry with this formula, charge and spin	127.78	kcal per mole
largest force on an atom	2.97	eV/A
spin multiplicity	1
calculated total energy	-3565.155121	a.u.
highest occupied orbital energy	-0.2566	Ha
charge	0
LUMO level	-4.0355	eV
frontier orbital gap	0.1083	Eh

***

Entry 6:
Density functional theory data (ωB97M-V/def2-TZVPD) for a structure of composition C10H23AlN9O6.

Geometry (Å):
O1 -0.53 -3.02 -2.12
H1 -1.30 -3.59 -2.03
Al1 -0.27 -0.06 0.39
N1 -2.29 -0.11 0.17
N2 -0.36 0.43 -1.54
N3 0.13 -0.56 2.16
N4 1.69 0.15 0.34
O2 -2.91 -0.85 1.03
O3 -0.85 -0.95 3.07
O4 2.46 0.39 -0.69
O5 0.61 0.68 -2.37
C1 -1.60 0.24 -2.07
C2 -2.63 -0.16 -1.18
C3 1.42 -0.54 2.55
C4 2.31 -0.16 1.49
C5 -3.99 -0.56 -1.60
H2 -4.04 -1.55 -2.05
H3 -4.31 0.16 -2.34
H4 -4.64 -0.53 -0.74
C6 -1.78 0.65 -3.47
H5 -1.22 0.02 -4.17
H6 -1.42 1.68 -3.59
H7 -2.83 0.62 -3.74
C7 1.92 -0.89 3.91
C8 3.81 -0.11 1.56
H8 1.19 -1.51 4.44
H9 2.11 0.02 4.49
H10 2.87 -1.44 3.81
H11 4.23 0.24 0.61
H12 4.26 -1.10 1.76
H13 4.13 0.59 2.34
H14 -1.69 -0.97 2.52
H15 1.79 0.60 -1.51
C9 0.52 -3.08 -3.01
H16 0.29 -3.49 -4.00
H17 1.22 -3.68 -2.46
H18 1.02 -2.15 -3.20
O6 -0.44 -1.86 -0.05
H19 -0.54 -2.27 -1.15
H20 -0.38 -2.65 0.47
N5 1.21 4.35 2.46
N6 0.60 3.70 1.40
N7 -0.68 4.05 0.97
C10 -1.06 2.90 0.43
N8 -0.20 1.91 0.66
N9 0.88 2.42 1.27
H21 2.15 4.01 2.52
H22 1.10 5.35 2.36
H23 -1.98 2.70 -0.11

largest force on an atom	4.40	eV/A
spin multiplicity	1
calculated total energy	-1581.142992	a.u.
highest occupied orbital energy (spin up / spin down)	-0.3555 / -0.3540	Ha
charge	+1
LUMO level (spin up / spin down)	-3.9264 / -3.9218	eV
frontier orbital gap (spin up / spin down)	0.2112 / 0.2099	Eh